C84H124F8O18 | ωB97M-V/def2-TZVPD

The value obtained for the HOMO energy is -8.6 eV. The total energy is -5427.84245 hartree. The frontier orbital gap is 9.0 eV. Its spin multiplicity is 1. The value obtained for the energy relative to the best compared isomer or geometry (same formula, charge and spin) is 41.5 kcal per mole. Its largest force on an atom is 5.36 eV/Å. For the lowest unoccupied orbital energy, the calculation gives 0.464 eV.

```
234
C84H124F8O18 ωB97M-V/def2-TZVPD
C 2.469 2.186 2.685
O 1.759 2.940 3.672
C 2.478 4.013 4.273
C 1.647 4.684 5.364
O 0.475 5.325 4.724
C -0.734 5.088 5.433
C -0.908 6.008 6.626
O 0.096 5.896 7.675
C -0.052 6.663 8.848
H 3.286 1.614 3.124
H 2.958 2.787 1.919
H 1.872 1.447 2.150
H 2.695 4.720 3.472
H 3.436 3.712 4.697
H 2.179 5.456 5.920
H 1.336 3.867 6.015
H -0.956 4.045 5.658
H -1.508 5.200 4.674
H -1.844 5.636 7.044
H -1.052 7.048 6.332
H 0.111 7.726 8.669
H 0.606 6.297 9.636
H -1.056 6.557 9.259
C -4.118 7.198 -4.511
O -4.153 6.517 -3.205
C -2.965 5.926 -2.727
C -2.619 4.651 -3.454
O -1.353 4.351 -2.973
C -0.689 3.333 -3.780
C 0.808 3.021 -3.315
O 0.913 2.411 -2.023
C 2.250 2.371 -1.563
H -5.111 7.418 -4.905
H -3.539 6.593 -5.209
H -3.612 8.159 -4.428
H -3.130 5.780 -1.659
H -2.173 6.664 -2.854
H -2.730 4.702 -4.537
H -3.370 3.913 -3.170
H -0.594 3.634 -4.823
H -1.234 2.415 -3.560
H 1.277 4.002 -3.401
H 1.410 2.431 -4.007
H 2.536 3.423 -1.535
H 2.901 1.862 -2.274
H 2.385 1.962 -0.562
C -2.669 -4.426 3.532
O -3.363 -3.452 4.324
C -3.971 -2.351 3.606
C -5.194 -2.814 2.814
O -4.947 -2.986 1.473
C -4.558 -1.853 0.690
C -5.064 -2.095 -0.689
O -6.461 -1.732 -0.692
C -7.119 -2.289 -1.834
H -3.372 -4.928 2.867
H -2.140 -5.104 4.202
H -1.936 -3.883 2.934
H -3.168 -1.835 3.079
H -4.273 -1.656 4.389
H -5.989 -2.080 2.944
H -5.599 -3.773 3.136
H -3.481 -1.691 0.736
H -4.970 -0.901 1.024
H -4.790 -3.133 -0.881
H -4.608 -1.440 -1.431
H -7.186 -3.377 -1.854
H -6.643 -1.815 -2.692
H -8.135 -1.901 -1.910
C 9.272 -0.949 -8.070
O 8.704 -1.828 -7.075
C 9.576 -2.310 -6.123
C 8.762 -3.028 -5.027
O 7.870 -2.066 -4.474
C 8.453 -1.229 -3.415
C 7.366 -0.367 -2.710
O 6.632 -1.150 -1.715
C 5.893 -2.298 -2.141
H 8.608 -0.585 -8.854
H 9.994 -1.529 -8.646
H 9.815 -0.108 -7.639
H 10.090 -1.508 -5.593
H 10.332 -2.908 -6.631
H 9.390 -3.455 -4.246
H 8.166 -3.847 -5.431
H 9.136 -0.534 -3.904
H 9.049 -1.778 -2.685
H 6.688 0.077 -3.439
H 7.876 0.451 -2.200
H 6.590 -2.906 -2.719
H 5.112 -2.054 -2.862
H 5.496 -2.774 -1.245
C -7.661 -2.733 5.701
O -7.141 -1.644 4.969
C -7.112 -0.401 5.726
C -6.596 0.833 4.964
O -5.236 0.620 4.571
C -4.809 1.525 3.586
C -3.309 1.261 3.403
O -2.579 1.386 4.596
C -1.223 0.973 4.533
H -7.955 -3.503 4.988
H -8.603 -2.511 6.204
H -6.973 -3.097 6.464
H -6.606 -0.513 6.685
H -8.152 -0.204 5.983
H -6.596 1.727 5.589
H -7.148 1.022 4.043
H -4.959 2.525 3.993
H -5.458 1.355 2.726
H -2.913 2.037 2.748
H -3.168 0.317 2.878
H -1.286 -0.101 4.353
H -0.789 1.237 5.497
H -0.789 1.473 3.667
C 3.239 -1.386 -0.094
O 1.952 -0.894 0.234
C 1.319 -1.667 1.209
C -0.090 -1.133 1.482
O -0.955 -1.129 0.311
C -0.740 0.120 -0.464
C -1.820 0.082 -1.596
O -3.131 0.548 -1.098
C -3.142 1.904 -0.615
H 3.299 -2.412 -0.458
H 4.059 -1.194 0.598
H 3.538 -0.775 -0.946
H 1.835 -1.571 2.164
H 1.309 -2.738 1.005
H -0.073 -0.127 1.899
H -0.539 -1.687 2.307
H 0.209 -0.147 -0.930
H -0.579 1.088 0.011
H -1.918 -0.862 -2.131
H -1.478 0.684 -2.438
H -4.194 2.171 -0.517
H -2.605 2.602 -1.258
H -2.738 1.950 0.396
F 2.392 -5.025 -1.107
C 2.213 -5.278 -2.405
C 1.431 -6.304 -2.926
C 1.269 -6.394 -4.291
C 1.973 -5.483 -5.113
C 2.696 -4.435 -4.625
C 2.831 -4.330 -3.259
H 0.892 -6.955 -2.254
H 0.573 -7.142 -4.640
H 1.772 -5.467 -6.174
H 3.081 -3.663 -5.275
H 3.267 -3.468 -2.775
F 8.351 -1.358 2.726
C 7.363 -2.250 2.820
C 7.157 -2.869 4.042
C 6.117 -3.723 4.197
C 5.213 -3.976 3.141
C 5.377 -3.359 1.917
C 6.459 -2.439 1.724
H 7.830 -2.615 4.848
H 6.005 -4.188 5.165
H 4.367 -4.647 3.136
H 4.701 -3.500 1.087
H 6.741 -1.977 0.790
F -2.577 -4.595 -5.084
C -2.220 -4.338 -3.898
C -3.008 -4.939 -2.882
C -2.652 -4.608 -1.569
C -1.594 -3.739 -1.252
C -0.827 -3.164 -2.260
C -1.155 -3.490 -3.587
H -3.924 -5.437 -3.165
H -3.248 -5.057 -0.788
H -1.442 -3.582 -0.194
H -0.006 -2.471 -2.155
H -0.712 -3.060 -4.473
F 8.530 4.676 1.240
C 7.866 3.549 0.967
C 8.494 2.284 0.869
C 7.687 1.179 0.595
C 6.310 1.280 0.505
C 5.727 2.540 0.507
C 6.477 3.650 0.794
H 9.573 2.237 0.880
H 8.078 0.172 0.577
H 5.723 0.374 0.476
H 4.652 2.561 0.405
H 6.060 4.634 0.945
F -0.464 -0.472 -7.347
C 0.622 -0.272 -6.616
C 1.819 0.138 -7.196
C 2.858 0.468 -6.382
C 2.782 0.342 -5.005
C 1.676 -0.189 -4.353
C 0.601 -0.493 -5.205
H 1.974 0.214 -8.262
H 3.812 0.720 -6.821
H 3.612 0.764 -4.458
H 1.451 -0.215 -3.297
H -0.271 -0.936 -4.747
F -5.066 0.104 -2.971
C -4.440 0.421 -4.132
C -4.312 1.741 -4.473
C -3.806 2.077 -5.702
C -3.231 1.044 -6.425
C -3.335 -0.333 -6.068
C -3.915 -0.626 -4.859
H -4.793 2.389 -3.755
H -3.781 3.121 -5.976
H -2.786 1.359 -7.357
H -2.983 -1.140 -6.694
H -3.931 -1.622 -4.441
F 1.307 -3.560 3.679
C 1.091 -2.526 4.596
C 2.123 -1.624 4.819
C 1.981 -0.650 5.823
C 0.879 -0.685 6.679
C -0.097 -1.662 6.546
C -0.036 -2.575 5.490
H 3.013 -1.650 4.209
H 2.853 -0.048 6.031
H 0.854 0.002 7.511
H -0.975 -1.496 7.153
H -0.816 -3.305 5.334
F -10.679 2.627 2.228
C -9.537 2.237 1.645
C -9.192 0.904 1.433
C -7.965 0.578 0.839
C -7.072 1.563 0.491
C -7.364 2.863 0.810
C -8.593 3.238 1.317
H -9.824 0.065 1.686
H -7.739 -0.446 0.580
H -6.093 1.391 0.069
H -6.611 3.607 0.596
H -8.803 4.279 1.515
```

Results of the Löwdin charge analysis, in e, for atoms 1 through 4: atom 1 (C): -0.092, atom 2 (O): -0.186, atom 3 (C): -0.202, atom 4 (C): -0.138